# 1
18
Properties=species:S:1:pos:R:3:forces:R:3 method="wB97M-V/def2-TZVPD" smiles="N/C=N/CCCN" homo_energy_ev=-9.27 gap_ev=10.40 lumo_energy_ev=1.13
N 1.5237 -1.4278 -2.0916 -0.3 -0.1 0.9
C 0.8261 -1.4110 -0.8745 -0.1 0.6 -0.3
N -0.4247 -1.2472 -0.8837 0.0 0.4 0.2
C -1.0371 -0.7701 0.3469 0.3 0.0 -0.2
C -1.2468 0.7425 0.2538 -1.0 0.3 -0.6
C 0.0063 1.5903 0.4296 0.2 -0.2 0.3
N 0.6668 1.5110 1.7404 -0.1 -0.3 -0.4
H 2.0906 -2.2490 -2.2409 0.1 0.0 -0.2
H 0.8182 -1.2617 -2.7976 0.2 -0.3 -0.4
H 1.3775 -1.3397 0.0673 0.4 -0.3 -0.2
H -1.9730 -1.3080 0.4522 -0.2 0.2 0.2
H -0.4269 -0.9529 1.2446 0.0 -0.3 -0.1
H -2.0833 1.0280 0.9043 0.4 0.1 0.3
H -1.6353 0.9788 -0.7455 0.0 -0.2 0.0
H -0.1798 2.6369 0.2035 -0.3 0.1 0.0
H 0.7237 1.2583 -0.3241 0.1 0.1 0.0
H -0.0096 1.6698 2.4793 0.0 0.0 0.0
H 0.9837 0.5519 1.8361 0.1 0.1 0.4


# 2
49
Properties=species:S:1:pos:R:3:forces:R:3 method="wB97M-V/def2-TZVPD" smiles="Cc1ccnc(C)c1C(=O)NC[C@@H]1Cc2ccccc2CN1C(=O)CO" homo_energy_ev=-9.29 gap_ev=9.65 lumo_energy_ev=0.36
C -2.7624 0.9487 3.1776 0.0 0.3 -0.5
C -3.5609 1.0033 1.8786 0.1 0.1 0.2
C -4.9483 0.8468 1.9619 0.1 0.1 -0.8
C -5.7143 0.9491 0.8039 1.2 0.2 -0.6
N -5.1720 1.2007 -0.4092 0.5 -0.1 1.0
C -3.8282 1.3584 -0.4982 -0.9 -0.1 -0.5
C -3.3421 1.6436 -1.9143 0.1 0.0 0.4
C -2.9680 1.2559 0.6171 -0.9 -0.3 0.5
C -1.4777 1.4201 0.4508 -0.3 1.2 -0.8
O -0.9922 2.4079 -0.0937 -0.1 -0.4 0.3
N -0.7290 0.4022 0.8940 0.8 -1.0 0.2
C 0.7328 0.3577 0.8030 0.5 0.0 0.0
C 1.2719 0.1796 -0.6399 -0.3 -0.5 -1.1
C 0.8743 -1.1546 -1.3147 0.0 -0.1 0.6
C 1.6180 -2.3404 -0.7249 0.2 0.1 0.1
C 1.0215 -3.6022 -0.6271 0.5 0.0 0.1
C 1.7232 -4.6863 -0.1050 0.1 0.3 -0.1
C 3.0342 -4.5150 0.3281 -0.1 0.4 -0.2
C 3.6320 -3.2596 0.2432 -0.3 0.0 -0.1
C 2.9384 -2.1601 -0.2753 -0.5 0.2 -0.1
C 3.6032 -0.7822 -0.3062 -0.3 -0.1 0.1
N 2.7360 0.3136 -0.8042 -0.7 -0.3 0.5
C 3.3188 1.5211 -1.0457 1.2 0.7 0.1
O 4.5262 1.7053 -0.8543 -1.2 -0.2 -0.2
C 2.4599 2.6999 -1.5803 0.7 0.1 0.1
O 3.2761 3.7885 -2.0117 -0.5 -0.7 0.2
H -2.0041 1.7327 3.1965 0.1 -0.1 -0.1
H -3.3951 1.1206 4.0491 -0.1 -0.2 -0.2
H -2.2639 -0.0137 3.2889 0.0 0.0 0.1
H -5.4318 0.6613 2.9101 0.1 0.0 0.1
H -6.7892 0.8394 0.8337 -0.1 0.0 0.0
H -2.9412 2.6559 -1.9717 0.1 -0.1 0.0
H -2.5545 0.9472 -2.1997 0.2 0.0 0.0
H -4.1430 1.5600 -2.6506 -0.1 -0.1 0.4
H -1.2108 -0.3943 1.2776 0.1 0.0 -0.1
H 1.1524 1.2686 1.2378 -0.1 0.1 -0.2
H 1.1088 -0.4504 1.4330 -0.3 -0.1 0.0
H 0.7539 0.9355 -1.2301 0.4 0.3 0.0
H -0.2037 -1.3015 -1.2385 -0.1 -0.1 0.2
H 1.0649 -1.0892 -2.3871 0.2 0.1 0.0
H 0.0080 -3.7484 -0.9719 -0.1 0.1 0.0
H 1.2539 -5.6577 -0.0426 0.0 0.0 0.0
H 3.5864 -5.3521 0.7308 0.0 0.0 0.0
H 4.6480 -3.1386 0.5913 0.1 0.1 0.0
H 3.9358 -0.5331 0.7031 0.1 0.0 0.1
H 4.5170 -0.8370 -0.9028 -0.2 0.2 -0.1
H 1.8608 2.3739 -2.4310 0.1 0.1 0.0
H 1.7772 3.0406 -0.8003 -0.2 -0.1 0.1
H 3.9989 3.8784 -1.3790 0.1 -0.2 0.0


# 3
13
Properties=species:S:1:pos:R:3:forces:R:3 method="wB97M-V/def2-TZVPD" smiles=Nc1[nH]n(N)c1O homo_energy_ev=-7.59 gap_ev=8.33 lumo_energy_ev=0.74
N -2.4106 -0.1643 0.0438 2.7 1.8 -0.3
C -0.9835 -0.0774 -0.0569 0.1 -0.9 -0.8
N -0.1326 -1.2734 -0.2497 0.4 -0.3 1.2
N 1.0012 -0.4069 -0.5170 0.1 2.7 -1.1
N 2.2906 -0.5199 0.1884 0.2 -1.2 -0.2
C 0.1108 0.7228 -0.2098 -0.1 -1.0 0.6
O 0.4263 2.0553 -0.0670 0.0 -1.5 -0.3
H -3.0181 0.1237 -0.6935 0.0 -0.1 -0.4
H -2.6810 -0.9208 0.5946 -0.7 -1.2 0.8
H -0.2811 -1.7857 -1.1181 -0.3 0.2 0.0
H 2.7706 0.4176 0.1902 -0.9 -1.4 -0.4
H 2.8895 -1.2587 -0.3380 -1.4 2.1 0.9
H -0.4398 2.4638 -0.1050 -0.1 0.6 0.1


# 4
16
Properties=species:S:1:pos:R:3:forces:R:3 method="wB97M-V/def2-TZVPD" homo_energy_ev=-13.77 gap_ev=9.33 lumo_energy_ev=-4.45 charge=+1
C -1.6185 2.9300 0.6986 -1.8 0.5 0.6
C -2.0517 0.5641 0.9693 0.2 -2.0 0.4
C 1.5429 -1.7408 -0.5848 1.3 -1.1 1.3
C 0.7331 -2.4139 0.6440 -0.9 -0.9 -0.8
C 0.4995 -1.0625 0.1434 0.3 1.2 0.3
N -2.1461 1.8202 1.0265 0.6 3.9 -1.0
N -0.2168 -0.0204 0.2043 -0.7 2.1 -0.7
I -3.5411 -0.4153 -0.1217 0.4 -0.1 0.1
H -0.6936 2.9391 0.0882 -0.6 0.4 0.5
H -2.2171 3.8913 1.0172 1.7 -1.8 -0.7
H -1.6503 0.2104 1.8821 -0.2 -1.2 0.8
H 2.6133 -1.7657 -0.2714 -0.9 0.8 -0.6
H 1.3544 -1.9344 -1.6416 -0.1 -0.3 0.4
H 0.0158 -3.2508 0.4766 0.4 1.0 0.0
H 1.2780 -2.5730 1.5997 -0.1 0.5 -1.0
H -0.0415 0.9165 -0.3227 0.5 -2.9 0.4


# 5
60
Properties=species:S:1:pos:R:3:forces:R:3 method="wB97M-V/def2-TZVPD" smiles="C[C@H]1CC[C@@H](NC(=O)CCn2ccc3cc(S(=O)(=O)N4CCCC4)ccc32)CC1" homo_energy_ev=-8.44 gap_ev=8.99 lumo_energy_ev=0.56
C 2.1801 -1.8255 -2.2292 0.2 0.3 0.0
C 2.2162 -0.3005 -2.1945 -0.4 -0.3 0.0
C 1.4176 0.2920 -3.3560 0.4 0.2 0.1
C 1.4952 1.8156 -3.3473 -0.2 0.0 0.0
C 0.9954 2.4001 -2.0211 0.4 0.3 -0.1
N -0.4368 2.2252 -1.8819 0.3 -0.4 0.0
C -1.3229 3.2051 -2.1389 -0.5 -0.5 0.0
O -1.0091 4.3156 -2.5122 0.0 0.5 -0.1
C -2.7721 2.8148 -1.8593 0.1 0.3 0.1
C -3.1534 3.3225 -0.4586 -0.2 0.0 -0.4
N -2.2095 2.8843 0.5335 -0.1 0.0 0.2
C -1.2077 3.6531 1.0582 0.4 0.1 0.3
C -0.4178 2.9121 1.8825 0.0 0.3 0.0
C -0.9401 1.5894 1.8721 -0.3 -0.2 -0.2
C -0.5812 0.3982 2.4992 -0.1 0.2 -0.1
C -1.3431 -0.7162 2.2437 0.1 -0.6 0.2
S -0.8925 -2.2375 3.0618 0.3 0.4 -0.2
O -0.7159 -1.9934 4.4634 0.2 0.1 0.1
O -1.8129 -3.2719 2.6690 0.0 0.1 -0.2
N 0.6495 -2.4749 2.3978 -0.9 0.6 0.6
C 0.5752 -3.0872 1.0860 -0.1 -0.2 -0.6
C 0.5961 -4.6109 1.3124 0.0 0.0 -0.1
C 1.1052 -4.7811 2.7543 0.1 0.0 0.0
C 1.4845 -3.3588 3.1909 0.2 -0.3 0.5
C -2.4467 -0.6973 1.3924 -0.1 -0.1 -0.1
C -2.8247 0.4679 0.7598 -0.1 0.0 -0.1
C -2.0666 1.6107 1.0020 0.3 -0.3 0.3
C 1.7298 1.7664 -0.8385 -0.2 0.0 0.0
C 1.6694 0.2400 -0.8719 0.4 0.2 -0.2
H 2.5601 -2.1935 -3.1796 0.0 -0.1 -0.1
H 1.1620 -2.1888 -2.1035 -0.1 -0.1 0.0
H 2.7948 -2.2407 -1.4338 0.1 -0.1 0.1
H 3.2583 0.0240 -2.2944 0.0 0.0 0.0
H 1.8103 -0.0844 -4.3028 -0.1 -0.1 0.0
H 0.3758 -0.0290 -3.2823 -0.1 -0.1 0.0
H 2.5312 2.1265 -3.4933 0.1 0.0 0.0
H 0.9019 2.2300 -4.1641 0.0 0.1 0.0
H 1.1589 3.4837 -2.0273 0.0 -0.2 0.0
H -0.7563 1.3264 -1.5596 -0.2 0.1 0.0
H -2.8996 1.7341 -1.9205 0.0 0.0 0.0
H -3.4146 3.2959 -2.5963 0.0 -0.1 0.0
H -4.1546 2.9695 -0.1920 0.1 0.1 0.0
H -3.1547 4.4146 -0.4646 0.0 -0.1 0.1
H -1.1326 4.6910 0.7962 0.0 0.2 -0.1
H 0.4277 3.2574 2.4423 0.2 0.1 0.1
H 0.2552 0.3308 3.1749 0.2 0.1 0.1
H 1.4461 -2.7602 0.5122 -0.1 0.0 0.0
H -0.3303 -2.7456 0.5860 0.1 0.0 -0.2
H -0.4097 -5.0139 1.2156 0.0 -0.1 -0.1
H 1.2440 -5.1025 0.5880 0.0 0.0 0.0
H 0.3053 -5.1542 3.3921 0.0 -0.1 0.0
H 1.9526 -5.4612 2.8192 0.0 0.0 0.1
H 2.5300 -3.1355 2.9569 -0.1 0.0 0.0
H 1.2969 -3.1614 4.2443 0.2 -0.1 0.0
H -2.9962 -1.6153 1.2576 -0.1 -0.1 -0.1
H -3.6880 0.4887 0.1120 -0.1 0.0 -0.1
H 2.7735 2.0830 -0.8781 0.1 0.0 0.0
H 1.3000 2.1344 0.0948 0.1 0.1 0.0
H 2.2501 -0.1576 -0.0373 -0.1 -0.1 0.1
H 0.6406 -0.1036 -0.7318 -0.1 -0.1 0.0


# 6
77
Properties=species:S:1:pos:R:3:forces:R:3 method="wB97M-V/def2-TZVPD" homo_energy_ev=-7.56 gap_ev=5.42 lumo_energy_ev=-2.14
Pb -1.0745 1.0175 -0.1151 0.3 -0.2 0.3
O -1.0270 -0.6281 -1.8828 0.8 1.1 1.4
C -1.7292 -0.8404 -2.9105 -1.0 -0.2 -1.2
C -1.1569 -1.5451 -4.0143 0.1 0.0 0.3
C -1.8782 -1.8639 -5.1293 -0.1 0.2 0.1
C -3.2101 -1.4548 -5.2495 -0.4 0.1 0.0
C -3.8049 -0.7855 -4.2063 0.0 -0.2 -0.4
C -3.1180 -0.4833 -3.0243 0.7 -0.1 0.0
C -3.8441 0.1517 -1.9712 -0.1 -0.2 -0.4
N -3.3820 0.5839 -0.8616 0.6 -0.1 0.4
C -4.2640 1.1836 0.0925 -0.4 0.2 0.5
C -3.9768 0.6507 1.4977 -0.7 -0.2 -0.2
N -2.5933 0.8259 1.8403 0.3 0.1 -0.3
C -2.2370 0.6748 3.0565 0.1 -0.1 0.0
C -0.8873 0.6921 3.5358 0.7 0.3 -0.3
C -0.6348 0.0759 4.7629 0.3 -0.1 0.2
C 0.6464 -0.0939 5.2401 -0.2 -0.1 0.2
C 1.7310 0.3567 4.4812 -0.2 -0.1 0.1
C 1.5270 0.9898 3.2855 -0.3 0.2 -0.3
C 0.2146 1.2308 2.7768 0.1 -1.0 1.6
O 0.0591 1.9279 1.7313 -0.5 0.5 -2.1
H -0.1247 -1.8420 -3.9113 0.1 0.0 0.0
H -1.4224 -2.4189 -5.9371 0.1 0.0 0.0
H -3.7632 -1.6525 -6.1550 -0.1 -0.1 0.0
H -4.8340 -0.4683 -4.2997 -0.2 0.0 0.0
H -4.9214 0.2448 -2.1726 0.1 0.1 0.2
H -5.3203 0.9988 -0.1577 0.2 0.1 0.0
H -4.0738 2.2625 0.0979 -0.2 0.1 0.0
H -4.2058 -0.4209 1.5228 -0.1 0.0 0.0
H -4.6330 1.1580 2.2172 0.1 -0.1 -0.1
H -2.9941 0.4529 3.8225 0.0 0.0 -0.2
H -1.4692 -0.3213 5.3258 -0.1 0.0 0.1
H 0.8122 -0.6011 6.1789 0.0 0.0 0.1
H 2.7371 0.1905 4.8417 0.1 0.0 0.0
H 2.3527 1.3385 2.6818 0.1 0.1 0.0
C 2.8933 -4.5315 0.0360 0.0 0.2 0.2
C 2.7901 -3.5580 1.2104 0.4 -0.1 -0.2
N 1.4486 -3.0197 1.3241 -0.1 0.2 -0.1
C 0.4934 -3.8182 2.0601 -0.4 0.0 0.4
C 0.3870 -3.3801 3.5212 0.0 -0.1 -0.3
C 1.1242 -1.8752 0.6959 -0.6 0.2 0.1
S -0.5615 -1.4259 0.8543 -0.2 0.7 0.0
N 2.0821 -1.2864 0.0388 0.7 0.1 -0.4
C 2.1553 -0.1110 -0.6075 0.0 -0.8 0.4
O 1.3293 0.8045 -0.6676 -1.0 0.6 -0.1
C 3.4689 0.1049 -1.2830 0.1 0.4 -0.3
C 3.6077 1.2566 -2.0559 -0.1 -0.1 0.1
C 4.8075 1.5469 -2.6725 0.0 0.1 -0.1
C 5.8850 0.6905 -2.5238 0.0 0.0 0.0
C 5.7497 -0.4648 -1.7716 0.1 0.0 -0.1
C 4.5483 -0.7639 -1.1557 -0.1 0.0 0.0
H 3.8890 -4.9674 0.0045 0.1 -0.1 -0.1
H 2.7050 -4.0080 -0.8991 0.0 0.0 -0.1
H 2.1613 -5.3319 0.1389 0.0 -0.1 0.0
H 3.4761 -2.7219 1.0674 -0.1 -0.2 0.2
H 3.0263 -4.0638 2.1508 0.0 0.1 0.0
H 0.8182 -4.8612 2.0052 -0.1 0.1 -0.1
H -0.4889 -3.7288 1.5848 0.2 -0.2 0.0
H 1.3490 -3.4825 4.0219 0.0 0.0 0.1
H -0.3470 -3.9973 4.0352 0.0 0.0 0.1
H 0.0707 -2.3402 3.5726 0.0 0.0 0.1
H 2.7576 1.9161 -2.1507 0.0 0.0 0.0
H 4.9053 2.4402 -3.2701 0.0 0.1 -0.1
H 6.8286 0.9273 -2.9918 0.1 0.0 -0.1
H 6.5929 -1.1313 -1.6706 0.1 -0.1 0.1
H 4.4468 -1.6645 -0.5710 -0.1 0.0 0.0
Cl -2.3827 3.8008 1.8999 -0.1 0.1 0.3
C -1.9323 4.2962 0.3298 0.1 0.2 0.0
C -1.5908 3.3805 -0.6475 0.6 -1.4 0.2
C -1.3220 3.8212 -1.9288 0.0 0.2 0.0
Cl -0.9690 2.6760 -3.1579 0.1 -0.3 -0.1
C -1.3380 5.1850 -2.2381 0.0 -0.2 0.2
Cl -1.0303 5.7285 -3.8337 0.1 0.0 -0.1
C -1.5987 6.1078 -1.2267 0.0 -0.1 0.0
Cl -1.5211 7.7874 -1.5536 0.0 0.1 -0.1
C -1.9213 5.6685 0.0538 0.0 -0.2 -0.1
Cl -2.2936 6.8077 1.2805 0.0 0.0 0.0


# 7
13
Properties=species:S:1:pos:R:3:forces:R:3 method="wB97M-V/def2-TZVPD" homo_energy_ev=-8.40 gap_ev=8.80 lumo_energy_ev=0.40
C 2.5503 1.4379 -0.1273 -1.9 0.4 -1.8
C -0.0394 -0.7755 -0.2779 0.6 0.1 0.2
C -0.4753 0.3412 0.7300 -0.9 -1.2 -0.8
C 0.7918 1.2037 -1.0110 1.6 -2.6 6.7
O 2.9451 2.4801 0.2258 -0.1 -0.4 0.1
O 0.5618 -0.0337 -1.3838 -0.2 -0.8 -0.4
O 0.0248 1.4986 0.1236 -0.6 1.5 -1.0
I 3.7206 -0.4071 0.0290 0.2 -0.4 0.1
H 0.7997 -1.3745 0.1564 -1.1 0.1 -0.4
H -0.8599 -1.3436 -0.7494 0.5 0.0 0.6
H -1.5812 0.3516 0.9990 1.1 0.4 -1.0
H -0.0059 0.2276 1.6721 0.8 -0.3 1.0
H 0.8264 1.9203 -1.6904 0.0 3.1 -3.1


# 8
15
Properties=species:S:1:pos:R:3:forces:R:3 method="wB97M-V/def2-TZVPD" smiles=CCO.O.O homo_energy_ev=-10.66 gap_ev=11.34 lumo_energy_ev=0.69
C 0.5867 -0.7785 0.0507 -0.1 -0.2 -0.2
C 0.2064 0.3778 0.9389 0.1 0.0 0.1
O 0.2352 1.5711 0.1459 -0.1 0.3 0.1
H 1.6053 -0.6544 -0.3155 0.0 0.0 0.0
H 0.5219 -1.7260 0.5897 0.0 0.1 0.1
H -0.0769 -0.8606 -0.8140 0.0 0.1 0.1
H 0.9314 0.4538 1.7530 0.0 0.1 0.1
H -0.7857 0.2426 1.3705 -0.1 -0.1 0.0
H 0.0536 2.3366 0.7080 0.1 -0.3 -0.2
O 1.9736 1.5129 -2.1748 -0.2 0.1 0.1
H 1.3600 1.6044 -1.4221 0.2 0.0 -0.2
H 1.5139 1.9113 -2.9199 0.0 0.0 0.0
O -2.6110 -1.9150 1.0642 0.0 0.0 0.0
H -3.2723 -1.4704 0.5238 0.0 -0.1 0.0
H -2.2422 -2.6055 0.5015 -0.1 0.1 0.0


# 9
56
Properties=species:S:1:pos:R:3:forces:R:3 method="wB97M-V/def2-TZVPD" homo_energy_ev="-7.70 / -7.70" gap_ev="6.31 / 6.31" lumo_energy_ev="-1.39 / -1.39"
Mo -0.1026 -0.1182 0.1548 -0.8 -1.1 2.3
O -4.5703 -1.4956 0.3707 -0.2 -0.1 0.0
C -5.0676 -0.3685 -0.1686 0.2 0.1 0.0
C -6.4111 -0.3742 -0.5416 -0.1 -0.1 0.0
C -6.9866 0.7481 -1.0992 0.1 -0.1 0.0
C -6.2306 1.9003 -1.3122 0.0 0.1 -0.1
C -4.9029 1.9166 -0.9497 0.0 -0.1 0.0
C -4.3030 0.7944 -0.3638 -0.2 0.0 0.0
C -2.9024 0.8579 0.0397 0.4 -0.1 0.2
O -2.2698 -0.2278 0.3808 -0.1 0.3 -0.2
N -2.2745 2.0023 0.0828 -0.6 0.3 -0.2
N -0.9919 1.7770 0.4399 0.4 0.8 0.1
C -0.3414 2.7809 0.9333 -1.0 -0.3 -0.4
C 1.0102 2.5320 1.2870 1.1 -0.3 0.3
C 1.8593 3.5155 1.8051 -0.6 0.0 -0.2
C 3.1747 3.2137 2.0551 0.4 -0.4 0.0
C 3.6332 1.9399 1.7224 0.0 0.5 0.2
C 2.7414 1.0189 1.2216 0.0 -0.4 -0.1
N 1.4336 1.2613 1.0680 0.3 0.9 0.1
H -3.6128 -1.3851 0.5090 0.0 0.0 0.0
H -6.9746 -1.2839 -0.3809 0.0 0.0 0.0
H -8.0320 0.7273 -1.3786 0.0 0.0 0.0
H -6.6849 2.7758 -1.7560 0.0 0.0 0.0
H -4.2893 2.7919 -1.1139 0.0 0.0 0.0
H -0.8350 3.7377 1.0338 0.1 0.1 0.0
H 1.4573 4.5051 1.9757 0.0 0.0 0.0
H 3.8522 3.9441 2.4762 0.0 0.1 0.0
H 4.6700 1.6621 1.8400 0.0 0.0 0.0
H 3.1009 0.0493 0.9131 -0.1 0.0 0.0
O 0.7216 1.8713 -3.3793 -0.1 0.0 0.0
C 0.3453 1.0953 -2.5344 0.0 0.0 -0.1
O 0.7540 1.0407 -1.2973 0.5 0.2 -0.1
C -0.6508 0.0032 -2.7867 0.1 0.1 0.4
C -1.3286 -0.2546 -3.9599 0.0 -0.1 -0.1
C -2.1865 -1.3444 -4.0057 0.1 0.0 0.1
C -2.2906 -2.1660 -2.8902 0.0 -0.1 -0.1
C -1.5878 -1.8357 -1.7532 0.2 0.1 0.1
N -0.8214 -0.7387 -1.6882 -0.6 -0.4 -1.1
C -1.5335 -2.6478 -0.4890 0.0 -0.2 -0.2
O -2.1005 -3.7088 -0.3779 0.0 0.1 0.0
O -0.7729 -2.0865 0.4085 0.0 0.2 0.0
H -1.1675 0.3962 -4.8076 0.0 0.0 0.0
H -2.7478 -1.5685 -4.9023 0.0 0.0 0.0
H -2.9013 -3.0581 -2.8800 0.0 0.0 0.0
N -0.2095 -0.5299 2.4167 0.3 0.0 -0.4
C 1.0001 -1.1361 3.0201 0.0 -0.2 0.0
C 1.4784 -2.3591 2.2454 0.0 0.0 -0.4
C 2.1446 -2.0693 0.8871 -0.3 -0.1 0.7
O 3.1973 -2.6058 0.6171 0.0 0.1 -0.1
O 1.5455 -1.2283 0.0845 1.1 -0.2 -0.9
H -0.5030 0.2787 2.9539 0.0 0.1 0.0
H -0.9595 -1.2138 2.4609 -0.1 0.0 -0.1
H 0.7927 -1.4260 4.0532 0.0 0.0 0.0
H 1.7829 -0.3822 3.0485 0.0 0.1 0.1
H 0.6425 -3.0312 2.0440 0.0 0.0 0.1
H 2.2132 -2.8975 2.8401 0.0 0.0 0.0


no.,total energy (Eh)
1,-323.25615
2,-1165.95471
3,-373.91652
4,-602.10964
5,-1645.14023
6,-4649.73124
7,-678.75073
8,-307.90442
9,-1831.93190